C4H6 | ωB97M-V with the def2-TZVPD basis set

Output
* energy relative to the best compared isomer or geometry (same formula, charge and spin): 76.3 kcal per mole
* electronic energy: -4240.6515 eV
* gap between HOMO and LUMO: 8.556 eV
* E_HOMO: -0.2856 hartree
* maximum force: 1.4 eV/Å
* total charge: 0

Geometry (Å):
C: 1.158 -0.732 0.151
C: -0.094 -0.359 0.855
C: -0.941 0.669 0.801
C: -0.966 0.672 -0.586
H: 1.659 0.065 -0.410
H: 0.984 -1.520 -0.590
H: 1.904 -1.194 0.800
H: -1.744 1.056 1.422
H: -0.136 0.929 -1.235
H: -1.822 0.415 -1.208

***

C4H6 | ωB97M-V with the def2-TZVPD basis set

Output
* energy relative to the best compared isomer or geometry (same formula, charge and spin): 148.0 kcal per mole
* electronic energy: -4237.5444 eV
* gap between HOMO and LUMO (alpha / beta): 9.129 / 7.884 eV
* E_HOMO (alpha / beta): -0.3210 / -0.3193 hartree
* maximum force: 3.2 eV/Å
* total charge: 0

Geometry (Å):
C: 1.244 -0.517 0.360
C: 0.630 0.257 -0.478
C: 2.000 0.596 -0.504
C: -2.589 -0.140 0.104
H: 1.523 -1.287 1.017
H: 2.317 1.519 -0.034
H: 2.888 0.280 -1.006
H: -2.107 0.068 1.065
H: -2.345 -1.073 -0.314
H: -3.559 0.295 -0.210

***

C4H6 | ωB97M-V with the def2-TZVPD basis set

Output
* energy relative to the best compared isomer or geometry (same formula, charge and spin): 77.4 kcal per mole
* electronic energy: -4240.6060 eV
* gap between HOMO and LUMO: 9.800 eV
* E_HOMO: -0.3181 hartree
* maximum force: 5.4 eV/Å
* total charge: 0

Geometry (Å):
C: -0.908 -0.608 0.008
C: -1.224 0.680 -0.024
C: 0.567 -0.766 -0.005
C: 0.897 0.805 0.001
H: -1.662 -1.512 0.051
H: -1.862 1.519 0.030
H: 0.813 -1.588 0.770
H: 0.775 -1.037 -1.060
H: 1.545 1.261 -0.682
H: 1.060 1.247 0.912